1.
ORCA calculation (the ωB97M-V functional and the def2-TZVPD basis) on a 3-piece molecular cluster, C6H16O overall at a distorted geometry.

Positions of all 23 atoms, in Å:
C 1.118 -1.016 0.710
C 1.775 -1.441 1.981
C 1.754 0.103 -0.047
C 0.023 -1.700 0.205
O -0.637 0.260 1.679
H -1.234 0.573 2.370
H 1.921 0.965 0.601
H -0.225 -1.579 -0.842
H 1.170 -2.164 2.525
H 2.739 -1.906 1.743
H 1.962 -0.585 2.628
H 1.141 0.420 -0.884
H 2.721 -0.236 -0.427
H -0.200 -2.683 0.605
H -0.770 -0.714 0.979
C -1.551 2.020 -1.214
C -1.761 0.909 -2.240
H -2.394 0.117 -1.833
H -2.503 2.482 -0.945
H -0.903 2.803 -1.614
H -1.095 1.632 -0.303
H -0.811 0.455 -2.529
H -2.237 1.286 -3.147

Atomic forces in eV per Å
C -0.643 -1.200 -0.866
C -0.076 0.038 0.054
C -0.133 0.150 0.187
C 2.111 -0.487 -0.477
O -0.413 -1.238 -1.055
H -0.276 -0.399 -0.317
H 0.043 -0.097 -0.019
H -0.230 0.330 -0.006
H 0.001 0.015 -0.045
H -0.050 0.058 -0.004
H 0.032 0.010 -0.029
H -0.057 -0.018 -0.089
H 0.029 -0.001 0.021
H -0.235 0.136 0.321
H -0.107 2.688 2.346
C 0.039 -0.037 -0.080
C -0.001 0.065 0.077
H 0.005 0.001 -0.027
H 0.033 0.008 0.017
H -0.033 0.002 0.009
H -0.046 0.029 0.008
H -0.006 -0.016 -0.031
H 0.015 -0.039 0.007

Computed properties:
- SMILES = C=C(C)C.CC.O
- highest occupied orbital energy (eV) = -9.23
- orbital gap (eV) = 10.1190

---

2.
ORCA calculation (the ωB97M-V functional and the def2-TZVPD basis) on a 2-piece molecular cluster, C6H16O2 overall at a distorted geometry.

Positions of all 24 atoms, in Å:
C 0.497 0.143 -2.525
O 0.117 -0.182 -3.887
C -0.750 0.051 -1.697
C -0.250 -0.063 -0.087
C -1.440 0.009 0.829
C 0.684 1.128 0.213
C 1.013 1.584 1.716
H 0.868 1.237 -2.783
H 1.264 -0.668 -2.200
H -0.417 -0.987 -3.928
H -1.427 0.906 -1.816
H -1.284 -1.001 -1.790
H 0.327 -1.060 -0.043
H -1.290 0.799 1.502
H -1.317 -0.886 1.441
H -2.402 0.052 0.427
H 0.087 2.098 -0.085
H 1.492 1.184 -0.413
H 1.000 2.629 1.855
H 2.004 1.138 1.864
H 0.413 1.238 2.526
H -0.656 -2.261 4.659
H 0.721 -1.804 4.838
O 0.144 -2.284 4.294

Atomic forces in eV per Å
C 0.090 -0.167 -2.543
O 0.201 -0.182 -0.553
C 0.717 -1.907 3.748
C 0.482 0.447 -2.703
C 1.745 -2.047 1.067
C -4.208 3.160 1.972
C 1.439 -2.505 -1.654
H -0.222 -2.268 1.618
H -0.792 1.894 -0.191
H 0.183 0.170 0.312
H 0.064 -0.401 -0.033
H 0.870 2.215 -0.444
H -0.912 1.421 0.119
H -0.232 1.223 0.831
H -0.755 -0.058 0.299
H -1.400 -0.027 -1.000
H 0.611 -1.830 -0.155
H 2.431 -0.181 -1.135
H 0.439 1.283 -0.351
H 0.072 0.579 0.610
H -0.817 -0.832 0.204
H -5.123 0.170 2.382
H 1.153 0.986 1.135
O 3.966 -1.144 -3.536

Computed properties:
- SMILES = CC[C@@H](C)CCO.O
- highest occupied orbital energy (eV) = -9.70
- orbital gap (eV) = 10.5177

---

3.
ORCA calculation (the ωB97M-V functional and the def2-TZVPD basis) on a 2-piece molecular cluster, C6H16O2 overall at a distorted geometry.

Positions of all 24 atoms, in Å:
O -2.976 -2.038 -4.158
C -2.613 -4.679 -5.437
C -1.960 -2.196 -5.142
C -2.514 -3.267 -6.066
H -2.583 -1.402 -3.525
H -3.196 -4.774 -4.505
H -1.590 -5.045 -5.250
H -3.078 -5.313 -6.210
H -0.976 -2.409 -4.682
H -1.868 -1.252 -5.712
H -1.842 -3.169 -6.941
H -3.542 -3.037 -6.404
O -5.517 -2.911 -2.909
C -6.011 -4.641 0.515
C -5.184 -3.555 -1.728
C -6.369 -4.150 -0.908
H -4.695 -2.835 -3.438
H -6.890 -4.553 1.176
H -5.279 -3.866 0.798
H -5.552 -5.632 0.671
H -4.555 -2.917 -1.078
H -4.563 -4.406 -2.067
H -6.921 -4.855 -1.559
H -7.033 -3.285 -0.710

Atomic forces in eV per Å
O 0.938 1.107 1.385
C 0.790 -0.012 -0.881
C -1.056 0.126 -0.595
C 0.280 -0.090 0.054
H -0.843 -0.502 -0.175
H 0.182 0.454 -0.463
H -0.420 -0.124 0.055
H 0.211 -0.067 0.496
H -0.420 -0.306 -0.261
H 0.091 -0.281 0.186
H -0.428 -0.917 0.071
H 0.600 0.554 0.181
O -0.507 0.795 -0.840
C 0.400 0.699 -0.348
C 1.061 -1.947 0.799
C -0.438 0.901 -0.719
H -0.612 0.132 0.311
H 0.411 -0.115 -0.272
H -0.144 -0.475 0.656
H -0.199 0.374 -0.495
H -0.280 -0.106 -0.023
H 0.173 -0.023 0.742
H 0.236 0.210 0.484
H -0.025 -0.388 -0.347

Computed properties:
- SMILES = CCCO.CCCO
- highest occupied orbital energy (eV) = -9.67
- orbital gap (eV) = 10.4032

---

4.
ORCA calculation (the ωB97M-V functional and the def2-TZVPD basis) on a 2-piece molecular cluster, C6H16P2 overall at a distorted geometry.

Positions of all 24 atoms, in Å:
C 1.624 -1.099 1.171
C -0.244 -1.935 -1.561
C -2.132 -0.178 -1.279
C 1.513 -0.028 0.148
C -0.800 -0.855 -0.749
C 0.055 0.313 -0.372
P 0.788 3.031 1.472
P -0.771 1.617 1.653
H 1.193 -2.009 0.901
H 1.052 -0.725 2.012
H 2.633 -1.260 1.460
H -0.815 -2.872 -1.524
H 0.018 -1.680 -2.659
H 0.679 -2.282 -0.999
H -2.879 -0.847 -1.363
H -2.418 0.615 -0.541
H -2.035 0.132 -2.337
H 1.939 0.876 0.590
H 1.963 -0.319 -0.849
H -1.141 -1.254 0.186
H 0.012 1.263 -0.964
H 0.164 4.173 1.878
H 1.305 2.925 2.772
H -1.701 2.398 0.956

Atomic forces in eV per Å
C -0.647 1.159 0.669
C 2.621 -1.644 -1.230
C 2.718 1.404 0.046
C -1.459 0.680 -2.665
C -3.340 2.930 0.447
C 1.920 1.865 2.777
P 1.666 0.301 -0.475
P -0.396 -2.514 -1.288
H -0.647 -1.592 -0.524
H 0.010 -0.173 0.623
H 0.926 -0.131 0.323
H -0.489 0.519 -0.309
H -0.379 -0.328 1.827
H -0.528 0.446 -1.219
H -2.705 -2.544 0.229
H 0.175 -0.459 -1.105
H 0.344 0.680 0.621
H 0.321 0.008 -0.727
H 0.421 0.459 1.163
H 0.091 -0.657 0.724
H 0.157 -1.178 0.147
H -0.889 0.970 0.060
H 0.275 -0.364 0.175
H -0.166 0.165 -0.289

Computed properties:
- highest occupied orbital energy (eV) = -7.81
- orbital gap (eV) = 8.2318